C4H2Br2N2O2 | ωB97M-V/def2-TZVPD

Element x y z (Å)
C: 0.249 1.370 0.213
C: 1.240 0.496 0.484
C: 0.996 -0.918 0.279
C: -0.393 -1.195 -0.203
N: -0.965 1.030 -0.284
N: -1.339 -0.330 -0.487
O: -2.504 -0.610 -0.753
O: 1.747 -1.827 0.541
Br: 3.011 0.936 0.948
Br: -0.928 -2.979 -0.262
H: 0.474 2.490 0.391
H: -1.589 1.538 -0.868

Output
total charge	0
gap between HOMO and LUMO (alpha / beta)	9.193 / 9.192	eV
HOMO level (alpha / beta)	-9.43 / -9.43	eV

C17H22N7OPdS | ωB97M-V/def2-TZVPD

Element x y z (Å)
Pd: -0.558 1.314 -1.527
N: -1.048 1.639 1.702
C: 0.086 1.111 2.213
C: 0.124 0.532 3.474
C: 1.332 0.127 4.057
C: 2.531 0.273 3.407
C: 2.530 0.767 2.082
C: 3.704 0.834 1.295
C: 3.622 1.183 -0.019
C: 2.352 1.452 -0.571
N: 1.249 1.446 0.135
C: 1.316 1.144 1.460
H: -1.923 1.215 1.973
H: -1.039 2.060 0.777
H: -0.804 0.435 4.023
H: 1.311 -0.289 5.058
H: 3.468 -0.013 3.868
H: 4.654 0.579 1.751
H: 4.498 1.225 -0.652
H: 2.242 1.658 -1.629
S: -3.208 -1.050 1.794
C: -1.708 -1.774 1.474
N: -1.218 -2.682 2.351
C: 0.089 -3.315 2.282
C: 1.004 -2.497 1.390
C: 0.281 -2.181 0.094
N: -0.982 -1.520 0.389
H: -1.800 -2.814 3.159
H: -0.003 -4.336 1.892
H: 0.494 -3.380 3.294
H: 1.921 -3.052 1.187
H: 1.271 -1.571 1.898
H: 0.094 -3.102 -0.469
H: 0.845 -1.515 -0.556
H: -1.303 -0.832 -0.284
O: -2.376 5.296 -0.947
C: -1.842 4.218 -0.954
N: -1.302 3.167 -0.949
C: -1.621 -0.591 -5.269
N: -1.906 0.286 -4.155
C: -2.506 1.564 -4.476
C: -1.055 0.235 -3.098
N: -0.182 -0.458 -2.588
H: -2.537 -0.781 -5.833
H: -1.233 -1.534 -4.889
H: -0.877 -0.158 -5.953
H: -3.486 1.408 -4.933
H: -1.884 2.142 -5.173
H: -2.618 2.136 -3.558

Output
total charge	-1
gap between HOMO and LUMO	6.966	eV
HOMO level	-4.31	eV

Computed electronic energy, in the same sequence as the records: -5561.5295 -1645.7330 Ha.
Computed ΔE to the lowest compared entry with this formula, charge and spin, in the same sequence as the records: 0.0 0.0 kJ/mol.